Entry from the OMol25 dataset: a structure of composition C59H54Br2F5Ge2NOPdS4 at a distorted geometry (ωB97M-V/def2-TZVPD).

Last column: Löwdin spin population.
Positions of all 129 atoms, in Å:
Pd (-1.83234, -0.88961, -1.55824)  1.170
C (1.64619, -6.50412, -3.04490)  0.000
C (2.21816, -5.15550, -2.70913)  0.000
C (2.55688, -4.82365, -1.40928)  0.000
C (3.01353, -3.55076, -1.07826)  0.001
C (3.41576, -3.25698, 0.33861)  0.003
C (3.09630, -2.57787, -2.07400)  0.000
C (2.80506, -2.90774, -3.40447)  0.000
C (2.97259, -1.89862, -4.50425)  0.002
C (2.37144, -4.19090, -3.69762)  0.000
C (3.68597, -1.24007, -1.75499)  0.001
C (5.06968, -1.17842, -1.91669)  0.000
C (5.76609, -0.00917, -1.68262)  0.001
C (5.05849, 1.11051, -1.29099)  0.000
C (3.67508, 1.07186, -1.11354)  0.000
C (2.95711, -0.11865, -1.32291)  0.001
Ge (0.94774, -0.14131, -1.28294)  0.011
S (0.05982, -0.15646, -3.21590)  0.118
S (0.04701, -1.84434, 0.00050)  0.129
Ge (-1.15249, -0.16044, 1.03651)  0.018
S (-3.18812, -0.67847, 0.56398)  0.128
S (0.31561, 1.36673, 0.29655)  0.008
C (-1.17195, -0.09220, 3.03911)  0.003
C (-1.73103, 1.04780, 3.63314)  0.001
C (-2.00757, 1.07613, 4.99626)  0.000
C (-1.73074, -0.02044, 5.79753)  0.001
C (-1.16836, -1.14547, 5.22016)  0.000
C (-0.89828, -1.19220, 3.85153)  0.001
C (-0.28469, -2.45878, 3.35116)  0.002
C (-1.07908, -3.56321, 3.03524)  0.000
C (-2.57881, -3.46838, 3.02118)  0.000
C (-0.45790, -4.75512, 2.67709)  0.000
C (0.92364, -4.88203, 2.65542)  0.000
C (1.56819, -6.19042, 2.28506)  0.000
C (1.69065, -3.77211, 2.97854)  0.001
C (1.10551, -2.55399, 3.29442)  0.003
C (1.95772, -1.33918, 3.53363)  0.001
C (-2.02008, 2.27907, 2.83779)  0.001
C (-3.29935, 2.53621, 2.34313)  0.001
C (-4.47996, 1.66048, 2.66511)  0.005
C (-3.50644, 3.67382, 1.56777)  0.000
C (-2.49026, 4.57882, 1.31250)  0.000
C (-2.74306, 5.81868, 0.49940)  0.000
C (-1.23972, 4.33428, 1.86621)  0.000
C (-0.98926, 3.20368, 2.62781)  0.000
C (0.37713, 2.99310, 3.22175)  0.000
C (3.09361, 2.40047, -0.74105)  0.000
C (2.49544, 3.20546, -1.70991)  0.000
C (2.24274, 2.69826, -3.10092)  0.005
C (2.12846, 4.50474, -1.37126)  0.000
C (2.36470, 5.02720, -0.11067)  0.000
C (2.01110, 6.45325, 0.21402)  0.000
C (2.96198, 4.20751, 0.83943)  0.000
C (3.32325, 2.90198, 0.54472)  0.000
C (3.92963, 2.02543, 1.60597)  0.000
H (1.76618, -7.20033, -2.21462)  0.000
H (2.12802, -6.93305, -3.92595)  0.000
H (0.57838, -6.41952, -3.25918)  0.000
H (2.46066, -5.56654, -0.62394)  0.000
H (3.71423, -4.17602, 0.84632)  0.000
H (2.58096, -2.82319, 0.88903)  0.004
H (4.24258, -2.54791, 0.38720)  0.000
H (3.98571, -1.49095, -4.51811)  0.000
H (2.27914, -1.06784, -4.36031)  0.003
H (2.76586, -2.35389, -5.47264)  0.000
H (2.11381, -4.43429, -4.72333)  0.000
H (5.58924, -2.07349, -2.24063)  0.000
H (6.84058, 0.03297, -1.81704)  0.000
H (5.57032, 2.05105, -1.12018)  0.000
H (-2.44360, 1.97317, 5.42004)  0.000
H (-1.94985, 0.00213, 6.85829)  0.000
H (-0.93634, -2.01566, 5.82430)  0.000
H (-2.95325, -2.87776, 3.85756)  0.000
H (-3.02618, -4.46177, 3.06178)  0.000
H (-2.91671, -2.96690, 2.11082)  0.001
H (-1.07544, -5.60335, 2.40086)  0.000
H (1.11117, -6.61202, 1.38893)  0.000
H (1.45856, -6.92430, 3.08751)  0.000
H (2.63465, -6.06340, 2.09286)  0.000
H (2.77170, -3.84057, 2.93690)  0.000
H (3.01097, -1.56780, 3.36975)  0.000
H (1.83453, -0.95743, 4.54986)  0.000
H (1.67138, -0.53281, 2.85420)  0.001
H (-4.18147, 0.70346, 3.08573)  0.003
H (-5.05564, 1.45501, 1.76347)  0.001
H (-5.13099, 2.16965, 3.38264)  0.000
H (-4.49173, 3.84638, 1.14596)  0.000
H (-3.59925, 5.68360, -0.16106)  0.000
H (-1.88066, 6.06198, -0.12052)  0.000
H (-2.94670, 6.67371, 1.15026)  0.000
H (-0.43116, 5.03043, 1.67980)  0.000
H (0.89971, 3.94692, 3.30460)  0.000
H (0.97816, 2.33321, 2.59365)  0.000
H (0.31673, 2.54046, 4.21255)  0.000
H (3.14305, 2.25153, -3.52875)  0.000
H (1.90938, 3.50996, -3.74689)  0.000
H (1.46150, 1.93406, -3.11260)  0.005
H (1.64739, 5.12163, -2.12183)  0.000
H (1.21085, 6.81408, -0.43229)  0.000
H (2.87330, 7.11288, 0.08075)  0.000
H (1.68208, 6.55327, 1.24892)  0.000
H (3.13588, 4.58841, 1.83964)  0.000
H (3.89685, 2.51858, 2.57791)  0.000
H (4.96783, 1.77154, 1.38013)  0.000
H (3.37494, 1.08853, 1.67652)  0.000
Br (-1.33964, 4.61841, -2.54991)  0.000
C (-2.94303, 3.60795, -2.67435)  0.000
C (-4.11020, 4.22370, -3.10114)  0.000
C (-5.28237, 3.51536, -3.20201)  -0.001
Br (-6.87281, 4.43806, -3.73034)  0.000
C (-5.31711, 2.12833, -2.92723)  0.002
C (-6.46666, 1.31509, -3.00943)  -0.003
C (-6.36988, -0.02165, -2.74090)  0.002
C (-5.11736, -0.56913, -2.42791)  0.002
N (-4.03098, 0.16056, -2.34462)  0.060
C (-4.11141, 1.49178, -2.53474)  0.004
C (-2.87745, 2.24818, -2.26610)  0.002
O (-1.89573, 1.71669, -1.72743)  0.022
H (-4.09350, 5.27802, -3.34652)  0.000
H (-7.41498, 1.76203, -3.27819)  0.000
H (-7.24015, -0.66409, -2.78278)  0.000
H (-5.00601, -1.62964, -2.24343)  0.001
F (-3.11050, -3.46604, -1.89348)  0.027
C (-2.39526, -2.61335, -2.72908)  0.180
F (-3.24685, -2.35262, -3.78442)  0.037
C (-1.29996, -3.50161, -3.33310)  0.022
F (-1.75455, -4.73818, -3.67600)  0.009
F (-0.78416, -2.97504, -4.45093)  0.000
F (-0.30951, -3.68955, -2.46153)  0.000

Values from the calculation:
ΔE to the lowest compared entry with this formula, charge and spin (eV): 1.213
2S+1: 3
Frontier orbital gap (spin up / spin down) (eV): 5.829 / 5.888
DFT total energy (eV): -379132.08351
Total charge: -2